[1]
# C6H8O4

One molecule with the formula C6H8O4 (ωB97M-V with the def2-TZVPD basis set, the OMol25 dataset).

Properties
**Kohn-Sham gap**: 7.70 eV
**HOMO level**: -8.2 eV
**Molecular weight**: 144.13 g/mol
**Relative energy (zero: lowest compared OMol25 entry of this formula, charge and spin)**: 99.08 kcal per mole
**E**: -14537.689 eV

Geometry (Å):
C (-1.05183, 0.35107, 0.53249)
C (0.07005, 1.12913, 1.22384)
C (1.84418, -1.22831, -0.00809)
C (-0.78378, 0.29558, -1.52097)
C (1.09626, -0.01870, -0.45651)
C (0.53401, 0.07830, -1.75095)
O (1.20144, 1.06928, 0.36085)
O (-1.20630, -0.92597, 1.06832)
O (-2.23926, 1.03543, 0.50555)
O (-1.89254, 0.35730, -1.97721)
H (-2.13209, -1.06166, 1.26962)
H (-2.61393, 0.95736, -0.40022)
H (-0.17734, 2.18407, 1.35260)
H (0.31208, 0.68310, 2.19370)
H (0.97111, -0.28063, -2.67525)
H (2.45258, -1.01667, 0.87242)
H (1.13422, -2.02591, 0.24117)
H (2.48115, -1.58276, -0.83137)

Cartesian forces (eV/Å) of the 2 atoms listed first:
-0.350 1.050 -1.845
-0.765 0.101 0.481


[2]
# C32H37BN3O2S2Tc

C32H37BN3O2S2Tc as an isolated structure (ωB97M-V with the def2-TZVPD basis set, the OMol25 dataset).

Properties
**Kohn-Sham gap (spin up / spin down)**: 7.47 / 6.19 eV
**HOMO level (spin up / spin down)**: -10.4 / -10.4 eV
**Molecular weight**: 668.61 g/mol
**Total charge**: +1
**Spin multiplicity**: 4
**E**: -66892.159 eV

Geometry (Å):
Tc (-5.72678, -19.70389, 0.81215)
C (-8.56016, -18.75147, -0.17786)
N (-7.91451, -19.88860, 0.57267)
C (-8.47376, -19.92534, 1.95806)
C (-7.58049, -20.73778, 2.85166)
N (-6.21335, -20.12627, 2.89380)
C (-5.30702, -21.14343, 3.52280)
C (-6.16047, -18.88222, 3.72706)
C (-6.16368, -18.87833, 5.11986)
C (-6.04376, -17.68331, 5.81896)
C (-5.93031, -16.48275, 5.13069)
C (-5.86573, -16.46113, 3.74568)
C (-6.02784, -17.64816, 3.03478)
S (-5.91890, -17.43958, 1.25549)
C (-8.27523, -21.14019, -0.12117)
C (-9.54766, -21.31960, -0.66558)
C (-9.83875, -22.57738, -1.17761)
C (-8.86973, -23.55459, -1.30338)
C (-7.57147, -23.33866, -0.88677)
C (-7.27835, -22.13971, -0.24968)
S (-5.60060, -21.96943, 0.34546)
H (-9.64956, -18.75396, -0.04624)
H (-8.34245, -18.90963, -1.23364)
H (-8.10600, -17.82021, 0.14119)
H (-9.50801, -20.35354, 2.02321)
H (-8.53877, -18.86925, 2.24839)
H (-7.46238, -21.75869, 2.45673)
H (-8.03107, -20.82379, 3.86422)
H (-5.75845, -21.57176, 4.44677)
H (-4.37436, -20.67234, 3.84574)
H (-5.14739, -21.92413, 2.78353)
H (-6.21607, -19.81460, 5.70414)
H (-6.02705, -17.66643, 6.88474)
H (-5.86640, -15.54220, 5.67607)
H (-5.72323, -15.54096, 3.21908)
H (-10.31301, -20.53225, -0.66125)
H (-10.83081, -22.80135, -1.56936)
H (-9.18544, -24.47976, -1.79151)
H (-6.78561, -24.03156, -1.05535)
C (1.82815, -18.57720, 6.02921)
C (0.56547, -17.81267, 5.59465)
C (-0.27126, -17.56969, 6.88166)
C (0.99755, -16.43883, 5.02526)
C (-0.21730, -18.61370, 4.53290)
C (0.21746, -19.82855, 4.06092)
C (-0.48082, -20.50828, 3.02413)
C (-1.62698, -19.92050, 2.49073)
O (-2.56848, -20.47211, 1.62454)
B (-3.70886, -19.47748, 1.63243)
O (-3.22811, -18.30321, 2.39453)
C (-2.04560, -18.70519, 2.99975)
C (-1.36494, -18.00686, 3.97740)
H (2.39212, -18.07069, 6.81228)
H (2.51295, -18.74453, 5.17860)
H (1.51452, -19.54720, 6.44894)
H (0.30679, -17.05572, 7.62778)
H (-0.57700, -18.53627, 7.32332)
H (-1.15222, -16.96554, 6.61614)
H (1.64704, -15.91205, 5.70954)
H (0.09897, -15.85517, 4.80260)
H (1.54412, -16.60395, 4.06387)
H (1.14435, -20.24572, 4.43288)
H (-0.14305, -21.49686, 2.71836)
H (-1.72619, -17.02861, 4.28191)
C (-6.65640, -19.11174, -5.26656)
C (-5.98615, -19.07531, -3.93674)
C (-5.94298, -17.92543, -3.14589)
C (-5.62345, -18.04291, -1.79784)
N (-5.36256, -19.26470, -1.21353)
C (-5.09931, -20.28315, -2.09699)
C (-5.49312, -20.25962, -3.40040)
H (-7.47680, -18.40192, -5.27419)
H (-7.03833, -20.11043, -5.48330)
H (-5.99442, -18.83620, -6.08084)
H (-6.14599, -16.93550, -3.54535)
H (-5.58690, -17.17179, -1.15599)
H (-4.51450, -21.13450, -1.69883)
H (-5.34647, -21.18135, -4.00724)

Cartesian forces (eV/Å) of the 2 atoms listed first:
1.456 0.744 0.036
0.209 -0.471 -0.107